Entry 1:
Below is a structure of composition C13H30N8O4RhS2 in a non-equilibrium geometry, with properties calculated with ωB97M-V/def2-TZVPD.

Structure (XYZ):
```
58
Properties=species:S:1:pos:R:3:lowdin_charge:R:1
Rh -0.090 0.130 -0.877 0.921
C 2.595 0.207 -2.641 -0.161
N 2.212 -0.229 -1.281 -0.130
C 2.510 -1.679 -1.185 -0.166
N 3.915 -1.926 -1.426 -0.080
C 4.270 -1.483 -2.764 -0.146
N 4.001 -0.057 -2.876 -0.083
C 4.794 0.657 -1.886 -0.153
N 4.452 0.212 -0.539 -0.085
C 3.050 0.478 -0.295 -0.171
C 4.711 -1.219 -0.437 -0.150
H 2.413 1.281 -2.748 0.124
H 1.986 -0.340 -3.367 0.138
H 1.898 -2.207 -1.923 0.129
H 2.231 -2.041 -0.191 0.126
H 3.674 -2.029 -3.497 0.138
H 5.329 -1.674 -2.952 0.138
H 4.593 1.727 -1.968 0.134
H 5.856 0.477 -2.065 0.138
H 2.874 1.556 -0.369 0.129
H 2.787 0.137 0.712 0.129
H 4.444 -1.567 0.563 0.135
H 5.773 -1.406 -0.607 0.138
C -3.675 -0.291 3.027 -0.027
C -2.154 -0.186 3.120 -0.610
C -1.548 -1.563 3.426 -0.030
C -1.740 0.834 4.185 -0.031
N -1.695 0.276 1.792 -0.103
N -0.304 0.186 1.539 0.014
H -4.080 -0.646 3.970 0.095
H -3.953 -0.996 2.246 0.091
H -4.118 0.676 2.805 0.080
H -2.090 -2.051 4.231 0.093
H -0.508 -1.476 3.733 0.082
H -1.602 -2.201 2.544 0.086
H -2.036 0.478 5.169 0.095
H -2.216 1.794 4.003 0.085
H -0.662 0.982 4.199 0.072
H -2.144 -0.290 1.051 0.064
H 0.002 -0.801 1.543 0.068
H 0.210 0.737 2.226 0.110
O -0.186 -2.059 -0.005 -0.362
S -1.243 -2.048 -1.073 0.310
O -1.912 -3.283 -1.265 -0.210
O -2.167 -0.920 -0.665 -0.380
O -0.522 -1.504 -2.287 -0.359
S -0.339 2.401 -1.383 0.685
C -2.043 2.240 -1.300 -0.784
N -2.863 2.389 -2.333 0.060
C -4.241 2.105 -1.966 -0.097
C -4.152 1.975 -0.431 -0.104
N -2.726 2.096 -0.170 0.047
H -2.573 2.537 -3.285 0.158
H -4.568 1.172 -2.435 0.131
H -4.902 2.913 -2.288 0.129
H -4.522 1.009 -0.084 0.123
H -4.686 2.777 0.088 0.130
H -2.320 1.736 0.696 0.098
```

Results
Net charge: +1
LUMO (spin up / spin down) (eV): -5.4 / -5.4
2S+1: 1
E_HOMO (spin up / spin down) (Eh): -0.4320 / -0.4320
Frontier orbital gap (spin up / spin down) (eV): 6.388 / 6.380
Electronic energy (eV): -58749.8654
Energy relative to the best compared isomer or geometry (same formula, charge and spin) (eV): 2.236
F_max (eV Å⁻¹): 4.20

=====

Entry 2:
Below is the molecule C3H8BrISi in a non-equilibrium geometry, with properties calculated with ωB97M-V/def2-TZVPD.

Structure (XYZ):
```
14
Properties=species:S:1:pos:R:3:lowdin_charge:R:1
C 0.315 1.517 1.331 -0.216
Si 0.461 -0.033 -0.103 0.078
C -0.099 0.212 -1.850 -0.235
I 2.822 -0.724 -0.031 0.455
C -0.497 -1.570 0.402 -0.747
Br -2.464 -1.324 0.489 0.544
H -0.400 2.298 1.010 0.003
H 0.091 1.134 2.420 0.054
H 1.204 2.075 1.586 -0.022
H -0.321 -0.859 -2.116 0.055
H -1.120 0.699 -1.872 0.060
H 0.600 0.812 -2.282 -0.020
H -0.368 -2.050 1.398 0.025
H -0.225 -2.186 -0.382 -0.034
```

Results
LUMO (eV): 0.5
2S+1: 1
E_HOMO (Eh): -0.3563
Frontier orbital gap (eV): 10.169
Electronic energy (eV): -89262.2049
Energy relative to the best compared isomer or geometry (same formula, charge and spin) (eV): 0.394
F_max (eV Å⁻¹): 4.47

=====

Entry 3:
Below is the molecule C20H24N4O6S in a non-equilibrium geometry, with properties calculated with ωB97M-V/def2-TZVPD.

Structure (XYZ):
```
55
Properties=species:S:1:pos:R:3:lowdin_charge:R:1
C -2.784 -3.785 1.875 -0.094
C -3.032 -3.074 0.551 -0.198
C -2.625 -1.591 0.599 -0.335
C -1.110 -1.373 0.494 -0.133
C -0.591 -1.604 -0.923 -0.191
C -1.349 -0.702 -1.892 -0.163
C -2.848 -0.984 -1.784 -0.180
N -3.333 -0.856 -0.431 -0.203
S -4.099 0.542 -0.018 0.670
O -4.659 0.360 1.290 -0.279
O -4.968 0.895 -1.103 -0.282
C -2.824 1.807 0.097 -0.248
C -2.520 2.565 -1.017 -0.047
C -1.475 3.471 -0.959 0.004
C -0.733 3.590 0.209 -0.167
C 0.421 4.528 0.260 -0.410
O 0.357 5.729 0.269 0.125
N 1.661 3.904 0.313 0.205
C 1.928 2.583 0.140 -0.345
N 1.118 1.603 -0.109 0.129
N 1.873 0.491 -0.204 0.132
C 3.106 0.835 -0.011 -0.248
C 4.270 -0.006 -0.024 -0.197
C 5.495 0.461 0.287 -0.046
O 6.625 -0.282 0.235 -0.048
C 6.441 -1.534 -0.395 -0.143
C 5.108 -2.151 0.039 -0.144
O 4.038 -1.319 -0.351 -0.020
O 3.220 2.180 0.216 0.166
C -1.074 2.853 1.339 -0.017
C -2.129 1.960 1.281 -0.050
H -3.336 -3.298 2.675 0.077
H -1.727 -3.780 2.131 0.065
H -3.113 -4.820 1.812 0.071
H -4.097 -3.114 0.316 0.120
H -2.491 -3.586 -0.246 0.103
H -2.995 -1.180 1.543 0.129
H -0.602 -2.039 1.192 0.111
H -0.871 -0.346 0.775 0.092
H 0.472 -1.366 -0.950 0.082
H -0.721 -2.648 -1.212 0.106
H -1.141 0.339 -1.639 0.092
H -1.022 -0.880 -2.917 0.115
H -3.437 -0.293 -2.389 0.111
H -3.056 -2.003 -2.127 0.129
H -3.112 2.439 -1.909 0.118
H -1.222 4.073 -1.819 0.126
H 2.467 4.515 0.393 0.173
H 5.666 1.476 0.602 0.138
H 7.287 -2.159 -0.104 0.134
H 6.435 -1.399 -1.484 0.140
H 4.941 -3.115 -0.442 0.136
H 5.109 -2.274 1.130 0.142
H -0.516 2.978 2.254 0.127
H -2.427 1.383 2.141 0.119
```

Results
LUMO (eV): 0.3
2S+1: 1
E_HOMO (Eh): -0.3150
Frontier orbital gap (eV): 8.873
Electronic energy (eV): -50208.6596
Energy relative to the best compared isomer or geometry (same formula, charge and spin) (eV): 2.848
F_max (eV Å⁻¹): 1.89

=====

Entry 4:
Below is the molecule C16H10Cl2N2O2S in a non-equilibrium geometry, with properties calculated with ωB97M-V/def2-TZVPD.

Structure (XYZ):
```
33
Properties=species:S:1:pos:R:3:lowdin_charge:R:1
O 2.741 2.622 -0.242 0.094
C 2.716 1.539 -0.826 -0.441
O 3.680 0.534 -0.822 0.024
C 1.432 1.233 -1.590 -0.057
N 0.791 0.079 -0.865 0.008
C -0.050 0.405 0.247 -0.193
C -0.888 1.622 0.351 -0.190
C -0.933 2.509 1.395 0.006
C -1.803 3.667 1.345 -0.054
C -2.639 3.798 0.290 -0.096
C -2.525 2.857 -0.743 -0.074
C -1.681 1.759 -0.803 -0.019
N -0.438 -0.516 1.077 0.188
C -0.152 -1.903 0.893 -0.196
C -0.832 -2.841 1.686 -0.523
Cl -1.876 -2.524 3.100 0.643
C -0.453 -4.208 1.467 -0.093
C 0.346 -4.674 0.399 -0.597
Cl 0.713 -6.393 0.100 0.651
C 0.985 -3.663 -0.298 -0.076
C 0.633 -2.313 -0.213 -0.126
C 1.251 -1.205 -1.031 -0.558
S 2.398 -1.569 -2.230 0.773
H 3.368 -0.362 -1.068 -0.062
H 1.730 0.975 -2.633 0.116
H 0.795 2.139 -1.616 0.136
H -0.333 2.382 2.253 0.104
H -1.595 4.343 2.188 0.114
H -3.281 4.657 0.159 0.107
H -3.353 3.040 -1.425 0.104
H -1.615 1.050 -1.598 0.118
H -0.867 -5.065 1.999 0.102
H 1.736 -3.975 -0.946 0.066
```

Results
LUMO (eV): -1.1
2S+1: 1
E_HOMO (Eh): -0.3324
Frontier orbital gap (eV): 7.915
Electronic energy (eV): -59708.2566
F_max (eV Å⁻¹): 3.61

=====

Entry 5:
Below is a structure of composition C52H64N5O3P2STeTi in a non-equilibrium geometry, with properties calculated with ωB97M-V/def2-TZVPD.

Structure (XYZ):
```
129
Properties=species:S:1:pos:R:3:lowdin_charge:R:1
Ti 0.777 0.260 1.650 0.717
C 3.762 3.215 -2.475 -0.092
C 4.280 3.421 -1.054 -0.256
N 3.213 3.589 -0.093 -0.032
C 2.628 2.510 0.525 -0.751
S 0.982 2.753 1.021 0.679
N 3.346 1.469 0.803 0.031
N 2.715 0.463 1.455 -0.141
C 3.485 -0.547 1.877 -0.312
C 4.983 -0.485 1.712 -0.024
C 2.781 -1.582 2.524 -0.287
C 3.369 -2.650 3.241 -0.043
C 2.591 -3.444 4.058 -0.124
C 1.213 -3.187 4.130 -0.126
C 0.678 -2.194 3.332 -0.208
N 1.402 -1.425 2.511 -0.069
H 4.584 3.051 -3.170 0.063
H 3.107 2.343 -2.479 0.037
H 3.182 4.075 -2.807 0.057
H 4.849 2.544 -0.746 0.100
H 4.925 4.312 -0.996 0.098
H 2.515 4.271 -0.357 0.074
H 5.305 0.548 1.845 0.065
H 5.498 -1.115 2.435 0.057
H 5.274 -0.792 0.707 0.069
H 4.437 -2.806 3.182 0.091
H 3.039 -4.235 4.646 0.082
H 0.574 -3.747 4.798 0.084
H -0.386 -1.974 3.355 0.053
C -3.275 -2.864 4.274 -0.288
P -2.689 -2.651 2.521 0.884
C -4.365 -2.423 1.762 -0.275
C -2.423 -4.453 2.103 -0.443
C -1.869 -4.526 0.690 -0.452
P -0.303 -3.498 0.582 0.914
C 0.084 -3.808 -1.216 -0.260
C 0.838 -4.813 1.247 -0.275
H -4.141 -3.522 4.341 0.025
H -3.541 -1.880 4.657 0.026
H -2.465 -3.256 4.888 0.023
H -5.013 -3.286 1.922 0.029
H -4.250 -2.230 0.699 0.017
H -4.807 -1.535 2.211 0.036
H -3.340 -5.046 2.209 0.070
H -1.679 -4.836 2.808 0.060
H -2.593 -4.100 -0.008 0.051
H -1.672 -5.561 0.392 0.068
H -0.449 -4.674 -1.606 0.034
H 1.154 -3.969 -1.319 0.020
H -0.177 -2.930 -1.800 0.014
H 0.784 -5.715 0.636 0.034
H 0.579 -5.045 2.277 0.016
H 1.853 -4.425 1.240 0.014
O -3.129 0.863 1.089 -0.037
C -2.316 0.351 1.839 -0.624
O -1.109 0.081 1.607 -0.280
H -2.683 0.030 2.872 0.122
C -3.408 6.674 -4.326 -0.075
C -2.766 5.466 -3.698 -0.298
C -1.517 5.544 -3.103 -0.037
C -0.951 4.442 -2.475 -0.310
C 0.382 4.570 -1.804 -0.119
C -1.617 3.215 -2.427 -0.229
Te -0.713 1.412 -1.107 1.719
N 0.698 -0.115 -0.412 -0.237
C 1.702 0.023 -1.233 -0.635
O 1.775 0.990 -2.057 -0.172
C 2.772 -1.004 -1.319 -0.113
C 3.761 -0.854 -2.299 -0.013
C 4.752 -1.800 -2.453 -0.105
C 4.783 -2.918 -1.631 -0.109
C 3.792 -3.086 -0.666 -0.092
C 2.792 -2.146 -0.518 -0.069
C -0.999 0.188 -2.867 -0.307
C -0.525 0.491 -4.143 -0.278
C 0.258 1.728 -4.455 -0.062
C -0.798 -0.371 -5.202 -0.027
C -1.519 -1.537 -5.032 -0.286
C -1.828 -2.437 -6.197 -0.067
C -1.971 -1.844 -3.756 -0.033
C -1.726 -0.996 -2.685 -0.317
C -2.300 -1.317 -1.341 -0.111
C -2.874 3.141 -3.028 -0.296
C -3.652 1.861 -2.992 -0.057
C -3.430 4.250 -3.655 -0.040
H -2.667 7.451 -4.515 0.062
H -4.167 7.092 -3.660 0.071
H -3.897 6.420 -5.268 0.066
H -0.979 6.485 -3.116 0.103
H 0.960 5.400 -2.212 0.075
H 0.927 3.633 -1.921 0.018
H 0.231 4.722 -0.734 0.046
H 3.712 0.009 -2.947 0.107
H 5.510 -1.674 -3.221 0.090
H 5.559 -3.666 -1.749 0.087
H 3.814 -3.970 -0.036 0.096
H 1.990 -2.280 0.198 0.055
H 0.495 2.244 -3.532 0.020
H -0.320 2.389 -5.104 0.088
H 1.187 1.461 -4.963 0.085
H -0.446 -0.105 -6.193 0.110
H -1.457 -2.002 -7.123 0.063
H -2.904 -2.586 -6.289 0.071
H -1.364 -3.415 -6.068 0.072
H -2.549 -2.750 -3.608 0.112
H -2.784 -2.296 -1.350 0.064
H -3.040 -0.562 -1.063 0.060
H -1.527 -1.301 -0.566 0.022
H -3.507 1.395 -2.020 0.049
H -3.289 1.172 -3.755 0.077
H -4.713 2.045 -3.158 0.071
H -4.410 4.166 -4.113 0.104
C -2.812 2.724 5.343 -0.118
C -2.501 2.928 3.997 -0.094
C -1.367 2.373 3.454 -0.084
C -0.469 1.593 4.219 -0.177
C 0.714 1.019 3.643 -0.160
C 1.650 0.566 4.568 -0.119
C 1.395 0.449 5.937 -0.100
C 0.178 0.824 6.450 -0.077
C -0.758 1.459 5.613 -0.189
C -1.953 2.003 6.133 -0.069
H -3.713 3.161 5.766 0.086
H -3.158 3.525 3.379 0.100
H -1.122 2.590 2.424 0.052
H 2.638 0.260 4.224 0.090
H 2.151 0.016 6.584 0.090
H -0.059 0.670 7.498 0.090
H -2.163 1.868 7.190 0.094
```

Results
Net charge: -2
LUMO (spin up / spin down) (eV): 4.0 / 4.0
2S+1: 2
E_HOMO (spin up / spin down) (Eh): -0.0084 / -0.0242
<S²>: 1.160
Frontier orbital gap (spin up / spin down) (eV): 4.270 / 4.699
Electronic energy (eV): -128379.0880
Energy relative to the best compared isomer or geometry (same formula, charge and spin) (eV): 2.956
F_max (eV Å⁻¹): 2.58

=====

Entry 6:
Below is the molecule C13H18N6O in a non-equilibrium geometry, with properties calculated with ωB97M-V/def2-TZVPD.

Structure (XYZ):
```
38
Properties=species:S:1:pos:R:3:lowdin_charge:R:1
C -1.700 -5.901 1.136 -0.108
C -1.909 -4.397 1.331 -0.170
C -0.668 -3.801 1.977 -0.456
O 0.077 -4.504 2.646 0.075
N -0.337 -2.509 1.618 0.159
C 0.826 -1.842 1.974 -0.293
N 1.771 -2.190 2.798 0.097
N 2.675 -1.145 2.868 0.060
C 2.324 -0.237 1.999 -0.330
C 3.000 0.969 1.597 0.038
C 2.309 1.768 0.704 0.015
C 0.977 1.339 0.204 -0.251
N 0.257 2.199 -0.642 -0.053
C 0.870 3.471 -1.129 -0.173
C -0.091 4.258 -1.997 -0.189
C -0.728 3.427 -3.116 -0.200
C -1.114 2.004 -2.675 -0.183
C -1.108 1.851 -1.165 -0.153
N 0.432 0.196 0.558 0.141
N 1.116 -0.579 1.442 0.014
H -2.555 -6.333 0.607 0.070
H -0.775 -6.085 0.557 0.089
H -1.641 -6.412 2.093 0.073
H -2.801 -4.249 1.955 0.119
H -2.100 -3.949 0.343 0.109
H -0.904 -2.003 0.937 0.141
H 3.941 1.238 2.113 0.128
H 2.714 2.756 0.440 0.096
H 1.759 3.216 -1.708 0.120
H 1.199 4.147 -0.297 0.125
H -0.908 4.641 -1.405 0.106
H 0.455 5.127 -2.430 0.126
H -1.589 3.943 -3.508 0.097
H -0.070 3.313 -3.994 0.110
H -0.350 1.306 -3.080 0.121
H -2.091 1.727 -3.085 0.111
H -1.894 2.439 -0.716 0.113
H -1.365 0.802 -0.950 0.106
```

Results
LUMO (eV): 0.1
2S+1: 1
E_HOMO (Eh): -0.3000
Frontier orbital gap (eV): 8.280
Electronic energy (eV): -24759.9634
F_max (eV Å⁻¹): 1.80

=====

Among the records above, which one has the highest 2S+1? C52H64N5O3P2STeTi